Entry 1:
126
Properties=species:S:1:pos:R:3:forces:R:3:mulliken_spin:R:1 method="wB97M-V/def2-TZVPD" total_charge=-1 multiplicity=5 energy_ev=-409826.2386 lumo_energy_ev="2.075 / 1.514" relative_energy_ev=2.3901
H -0.39922 -0.86830 3.65085 0.024 0.040 0.015 -0.003
C 4.53509 -2.07877 1.13975 0.036 0.028 -0.014 0.001
H 3.20382 -1.10334 -1.52162 -0.079 0.082 -0.006 -0.006
O -1.14998 3.38802 4.42328 0.255 -0.054 0.059 -0.005
H -1.22563 1.29350 7.05708 -0.035 0.026 -0.088 0.000
C -4.94117 3.04874 3.77883 0.169 0.079 0.078 -0.001
C 3.65029 2.10629 0.76420 -0.156 0.123 0.254 -0.002
C 5.60697 -0.08468 1.91361 0.002 -0.147 -0.055 -0.003
C -4.34075 2.02309 2.82018 0.065 0.087 0.016 0.005
C -1.54713 -0.94110 -1.78864 0.163 0.257 -0.360 -0.006
N 1.98080 0.51602 -2.08578 -0.054 0.082 -0.287 0.018
C -1.79839 0.46989 -1.91168 0.043 -0.233 -0.233 0.049
C 4.65400 4.67070 1.34214 0.007 -0.022 -0.055 0.000
C -2.96547 -1.36859 -3.73036 -0.094 0.528 -0.107 0.001
H -1.65007 0.89626 5.37265 0.001 0.106 0.142 0.000
H -4.24262 3.44701 1.18306 -0.067 -0.088 0.029 0.000
C 2.58176 -0.02745 -4.44413 -0.004 0.144 -0.009 0.001
P -1.47895 -1.67714 1.62571 -0.639 -2.344 1.559 -0.060
O -2.21023 4.28086 2.25516 0.074 0.088 -0.100 0.003
C 6.52520 -2.23997 2.48549 -0.044 0.031 -0.015 -0.001
C -1.58160 4.83386 -0.01229 -0.006 -0.065 -0.026 -0.005
H 1.89349 3.36616 -4.00105 -0.007 0.026 -0.009 0.000
C -2.63482 0.90215 -2.95630 0.314 -0.057 0.416 0.016
C 1.56030 -0.45700 1.08509 0.168 0.301 -0.078 -0.028
H -3.62452 -2.45229 4.12087 -0.001 -0.017 0.000 -0.001
C -0.62267 2.78844 5.60738 -0.189 -0.044 -0.062 0.003
C 4.56207 -0.67859 1.19351 0.103 0.012 0.173 0.007
C 5.49972 -2.85309 1.77290 -0.012 0.049 -0.031 0.001
H 0.14150 6.55767 1.37780 -0.041 -0.074 0.049 0.000
C 2.13627 1.96570 -2.40636 -0.036 -0.321 -0.018 0.013
H 0.45972 4.85562 1.77750 0.023 0.026 0.005 0.000
H 3.64554 4.46457 3.22986 0.012 -0.044 -0.088 0.000
H -1.00754 3.90840 -0.09063 -0.040 0.032 -0.030 0.001
N -2.95832 -3.79903 2.66300 -0.076 0.096 -0.077 0.005
C -0.53292 3.91821 6.62259 -0.052 0.133 0.098 0.000
H 3.18902 2.25337 -2.28194 -0.200 -0.049 -0.085 0.004
Si -1.65514 2.89608 2.93277 0.066 0.041 -0.225 0.040
H -0.31323 -3.57368 0.57368 -0.010 0.005 -0.055 -0.004
C -2.83177 -3.19153 3.99231 0.203 0.120 -0.216 0.001
H 2.20604 1.62095 -5.83724 0.018 0.004 -0.032 0.000
C 3.87584 3.99762 2.27658 -0.018 -0.049 0.027 0.006
C -1.57789 1.70694 6.10633 -0.087 -0.070 -0.090 -0.003
H 1.66431 -1.48496 0.71280 0.136 0.123 -0.055 0.024
H 3.73493 -2.57679 0.59423 0.084 0.024 0.078 -0.002
H -2.95819 -3.97998 4.73573 0.005 -0.033 0.023 0.000
C -1.62869 5.31139 1.43528 0.072 -0.132 0.016 0.001
C 1.62750 -0.27177 -3.27895 0.236 0.101 0.150 0.002
H 0.75322 -2.73379 1.72021 0.023 -0.028 -0.001 0.006
Si 3.13861 0.32803 0.42367 0.026 -0.491 0.100 -0.001
C -1.85702 -4.72606 2.44660 0.136 0.282 -0.002 0.001
H -1.11141 5.59421 -0.64669 -0.069 -0.065 0.059 -0.001
C 2.58264 1.47819 -4.82344 -0.093 -0.076 0.137 0.000
H 1.59658 -1.32600 -3.00230 0.014 0.004 0.088 -0.001
C -2.55802 6.50491 1.57092 -0.176 0.113 0.073 0.000
H 1.13075 1.75017 6.31970 -0.027 0.069 -0.107 0.000
H -2.13220 -0.57973 3.68072 -0.116 0.065 0.007 -0.063
C 4.95001 4.06173 0.12794 -0.017 -0.069 0.040 0.000
H 0.67665 2.10739 -3.98766 -0.032 0.038 0.018 0.000
Cr -0.26198 0.28920 0.38164 -0.974 0.575 -1.561 3.280
Br -2.89717 2.76758 -3.07128 -0.007 0.020 -0.003 0.001
H -6.00338 3.19945 3.56491 0.062 -0.019 0.021 0.000
H -1.93675 -5.54618 3.16176 0.016 -0.009 0.051 0.000
H -1.92599 -5.12441 1.43388 -0.001 -0.059 -0.004 0.000
H -5.65277 2.35828 1.13480 0.054 0.014 0.027 0.000
C -2.13580 -1.81918 -2.70465 0.170 0.202 0.311 -0.003
O -1.20835 1.28441 -1.06887 0.155 -0.572 0.166 -0.030
S -0.04779 2.00006 1.92034 0.234 0.320 0.555 -0.141
H -2.22045 7.32570 0.93048 -0.040 -0.058 0.059 0.000
O -2.93333 1.88637 3.10602 -0.287 0.000 -0.070 0.012
H 1.46736 2.98156 5.07240 -0.095 -0.117 0.039 0.000
H 5.44837 -3.93532 1.71780 0.006 0.047 -0.008 0.000
H 4.71537 2.32003 -1.09424 0.055 0.108 0.171 0.000
H 0.74588 1.43810 4.60539 0.007 0.000 0.041 0.011
C -0.47004 -3.50024 3.95440 -0.155 0.067 -0.210 -0.002
H 1.67956 -0.47072 2.17487 -0.112 -0.052 0.021 0.031
C 3.38644 2.72747 1.99219 0.011 0.054 -0.144 0.010
H -2.57832 6.84834 2.61055 -0.018 -0.016 -0.115 0.000
H 7.37287 -0.36793 3.10868 -0.043 -0.021 -0.031 0.000
C -4.58538 2.42637 1.36400 0.276 -0.012 0.014 0.004
C 4.45723 2.79010 -0.14998 0.063 0.084 0.137 0.001
C 0.76766 2.19798 5.38793 0.077 0.083 -0.193 -0.005
C 1.74095 2.29822 -3.83644 0.016 -0.189 -0.093 -0.002
H 3.58658 -0.34656 -4.15691 0.009 -0.015 -0.029 0.000
H 0.10745 4.71363 6.22957 -0.064 -0.073 0.061 0.000
H 4.10237 0.36121 -1.90697 0.031 -0.150 0.052 0.001
O -0.70999 -1.33728 -0.84642 0.113 0.519 0.374 -0.017
H 7.27483 -2.84137 2.98959 -0.046 0.040 -0.040 0.000
C -4.94526 0.64787 3.07136 0.087 -0.142 0.051 -0.011
N -1.53775 -2.54342 4.23488 -0.044 0.095 -0.071 -0.001
H -2.57880 2.12800 6.24903 0.115 -0.064 -0.025 0.000
H -4.83203 2.70532 4.81450 -0.026 0.059 -0.123 0.000
Br -4.31660 0.66047 -5.24436 -0.011 -0.033 -0.006 0.001
H -2.59129 4.63844 -0.38834 0.117 0.009 0.053 0.000
H -4.41765 4.00490 3.67069 -0.106 -0.110 0.004 0.000
H 2.77935 2.21518 2.73087 -0.029 0.060 -0.043 -0.005
N -2.22871 -0.19853 1.02537 0.833 0.872 -0.717 0.171
C 6.57758 -0.85404 2.55302 -0.075 0.008 -0.066 0.000
H 2.28214 -0.65150 -5.28904 0.024 0.029 -0.029 0.000
H -4.04025 1.75316 0.69585 -0.105 0.103 0.050 -0.005
H -0.26354 5.92233 2.99941 0.010 0.000 -0.189 0.000
O -3.17255 -0.40924 0.23474 -0.134 -0.004 -0.001 0.543
Br -1.71546 -3.65150 -2.47349 -0.026 -0.010 0.025 0.001
C -0.23104 5.68774 1.92759 -0.049 -0.152 0.207 0.000
H -4.70460 0.30850 4.08719 -0.051 0.055 -0.137 0.000
H -4.53852 -0.06375 2.34654 -0.092 0.061 0.120 0.010
Br -3.71173 -2.60014 -4.95662 -0.002 0.028 0.042 0.000
H 0.62462 -0.01047 -3.58946 -0.376 0.042 0.022 -0.001
H 5.66126 0.99807 1.98110 0.003 -0.086 0.009 0.000
H -0.11219 3.55500 7.56598 -0.045 0.056 -0.071 0.000
N -0.55304 -4.08779 2.61483 0.010 0.098 -0.121 0.007
H 0.49129 -2.99997 4.06427 0.072 0.014 0.007 0.000
H 3.60543 1.86481 -4.80350 0.016 -0.008 -0.048 0.000
C -1.37010 -1.31580 3.43156 0.101 -0.276 -0.021 0.077
H -3.85909 -2.16048 1.70040 -0.127 0.067 0.030 -0.001
H 1.55397 2.56674 -1.71042 -0.074 0.044 0.177 -0.002
H 5.03384 5.66480 1.56005 -0.047 -0.097 -0.018 0.000
C -3.21385 0.00810 -3.85566 0.099 -0.551 0.050 0.017
H -3.57396 6.22213 1.27633 0.106 0.049 0.030 0.000
H -3.02516 -3.27075 0.63088 -0.011 -0.021 -0.154 0.000
H -6.03263 0.68203 2.95482 0.086 -0.019 0.022 0.000
C 3.17988 -0.00976 -1.42523 0.011 0.105 -0.121 -0.006
H 5.56767 4.57322 -0.60334 -0.039 -0.024 0.051 0.000
H -0.53138 -4.31043 4.68208 -0.026 -0.049 0.028 0.000
H -1.52766 4.33429 6.81086 0.114 -0.031 -0.012 0.000
C -2.97693 -2.78466 1.60311 0.096 0.097 0.276 0.041
C -0.24685 -3.12156 1.56204 0.073 0.163 0.031 0.002

---

Entry 2:
20
Properties=species:S:1:pos:R:3:forces:R:3:mulliken_charge:R:1 method="wB97M-V/def2-TZVPD" total_charge=-1 energy_ev=-9489.7301 lumo_energy_ev=3.923 relative_energy_ev=1.5979
H 1.62883 -0.98341 0.19381 0.025 -0.969 -0.484 0.393
C 0.13905 -0.32345 1.67580 1.657 0.564 0.826 -0.572
H -1.83098 -1.43852 0.46147 -0.595 -1.199 -2.314 0.449
O -2.34692 -1.97528 -0.42723 -0.852 1.358 1.594 -0.837
O -0.90258 -0.85121 1.10015 -1.198 -0.242 1.015 -0.661
C 0.54458 0.29589 -1.91137 1.555 -0.068 -0.457 -1.303
H 1.66876 0.00163 -2.08021 -1.892 0.835 -0.392 0.261
H 2.13487 2.49572 -0.79718 -1.937 -0.715 1.030 0.248
H -0.54994 0.98805 -0.21453 -0.055 -0.617 0.108 0.236
C 1.20275 -0.08202 0.55933 -1.733 2.255 0.481 -1.054
C 1.05064 2.28513 -0.36407 1.389 0.112 0.311 -1.446
H 0.07161 0.96103 -2.74786 1.042 -1.165 1.542 0.301
H 0.39433 2.96078 -0.90136 -0.176 0.268 -0.173 0.420
H 0.68253 -1.01290 2.43976 -0.714 0.877 -0.284 0.256
C 0.49372 0.83117 -0.48896 0.902 1.551 -0.183 0.878
H -0.08416 0.75576 2.24012 0.620 -1.892 -0.885 0.157
H 0.98621 2.56909 0.73655 0.389 -0.163 -1.315 0.343
H -1.70064 -2.60296 -0.69062 0.880 -0.754 -0.250 0.216
H 0.03979 -0.65499 -1.82116 -0.469 -0.316 -0.563 0.303
H 1.97026 0.53233 0.97346 1.161 0.282 0.394 0.413

---

Entry 3:
91
Properties=species:S:1:pos:R:3:forces:R:3:mulliken_charge:R:1 method="wB97M-V/def2-TZVPD" total_charge=+1 energy_ev=-282001.0223 lumo_energy_ev=-2.714
C 1.21078 3.43822 -0.93063 -0.088 0.063 -0.172 -1.008
Cl 0.57953 1.56317 5.36303 -0.004 -0.043 -0.024 -0.152
C -0.15408 4.11939 -1.04367 -0.046 0.168 0.149 1.228
O -3.38894 -2.91404 2.03596 -0.028 0.009 0.077 -0.542
H -0.00932 6.03812 -3.94812 -0.016 -0.012 0.015 0.463
H 1.44795 -0.57127 -3.65908 -0.034 -0.003 0.015 -0.057
C -0.47475 1.57511 -4.42418 0.029 -0.013 0.073 0.382
H -1.09993 1.23506 3.75779 0.001 0.067 -0.095 -0.003
C -0.28063 6.08547 -2.89238 -0.029 0.007 0.010 -2.005
C 2.52955 1.18403 -0.33470 -0.197 -0.093 -0.034 -0.623
H 0.22081 0.56947 -6.18227 -0.017 0.004 -0.001 0.386
H -0.91338 -3.58992 -2.00021 -0.003 -0.013 -0.066 0.444
H -2.65628 0.33171 -2.15767 0.048 0.005 -0.049 0.632
C -0.67196 4.85360 0.20895 -0.116 -0.065 -0.167 0.308
H -4.51360 -0.87373 1.97870 -0.024 -0.057 -0.058 0.428
H -1.33624 4.40699 -5.07201 0.072 -0.035 0.004 0.421
O -0.74147 -4.73193 4.66319 0.069 -0.005 -0.007 -0.391
O -0.90962 2.19344 1.21099 -0.166 0.141 -0.077 -1.271
H -1.17203 6.71436 -2.80306 0.025 -0.020 0.056 0.390
C 2.28181 -3.47294 4.05129 -0.017 0.024 0.007 -1.063
H 1.78320 -3.72321 4.98559 0.006 -0.017 0.009 0.368
O -2.32256 1.07269 -0.16853 0.154 0.533 -0.159 -1.155
H -2.66663 3.39647 -4.47928 -0.010 -0.085 0.030 0.325
H -0.95020 -4.58912 -0.51944 0.042 -0.062 0.044 0.419
Cl -0.14296 6.55958 0.29964 0.026 -0.002 -0.038 -0.199
C 5.52840 -4.68992 1.25179 -0.067 0.023 -0.035 -0.788
C -1.01914 -2.74279 1.80715 -0.116 0.053 0.077 0.245
C 0.64078 2.17883 -0.96552 -0.076 0.018 0.113 0.020
H -2.33302 -5.31375 5.85822 -0.042 0.014 -0.020 0.313
H 3.05602 0.27997 -0.04035 -0.026 0.029 -0.030 0.471
C 2.08905 -3.32703 1.11927 0.139 -0.015 0.129 1.255
H 0.51403 6.56107 -2.33142 0.045 0.008 0.016 0.505
Cl -4.37001 3.19360 0.27707 -0.004 0.005 0.040 -0.186
C -1.93077 -0.72282 -3.91218 -0.006 -0.006 -0.001 -0.731
O -1.67295 -2.68881 4.63059 -0.023 0.102 -0.081 -0.595
C -2.00974 4.22275 -4.23972 0.003 -0.061 0.028 -1.049
O 4.21479 -2.31746 1.44769 -0.052 0.101 0.029 -0.572
C -1.24309 -3.64530 -0.96657 -0.051 0.293 -0.176 -1.395
C 2.23434 -2.41417 -1.13860 0.005 0.022 -0.090 -0.237
C -2.03034 0.35337 -3.04188 -0.122 0.010 0.015 -0.365
H 3.04223 4.55229 -0.52542 -0.032 -0.027 -0.022 0.577
C -0.36530 0.60242 4.24041 -0.076 0.201 0.042 0.125
H 5.95189 -4.76452 0.25402 -0.007 0.017 -0.045 0.282
As -0.39946 -2.19783 0.02969 0.082 -0.250 0.621 1.124
Zn -0.90187 0.28630 0.91028 0.100 -0.660 -0.109 1.047
O -2.43522 -0.87102 2.19105 0.140 -0.169 -0.124 0.055
H 4.26220 2.40431 -0.09501 -0.035 -0.004 0.011 0.492
N 1.21922 1.04789 -0.62192 0.101 -0.192 -0.025 0.169
H -3.69589 0.71196 1.90908 0.035 -0.010 -0.016 0.086
O 1.46550 -1.73919 -2.00644 0.037 0.037 -0.027 -0.105
H -2.32184 -3.52283 -0.91327 -0.052 -0.018 -0.004 0.444
H 3.29631 -3.86474 4.08727 0.017 -0.015 -0.012 0.373
H 2.24180 -2.15494 -3.89357 -0.007 -0.038 0.013 0.314
C -2.41213 -2.22791 2.05724 0.012 0.072 0.001 -0.837
H 0.13501 2.45223 -4.60792 -0.031 0.032 -0.005 0.428
N -1.25728 3.88485 -3.02346 -0.008 -0.265 -0.266 0.233
H -0.81328 -0.23385 4.75725 -0.029 -0.155 0.005 0.138
C 1.45640 -2.75735 0.09523 0.067 0.120 -0.205 0.122
C -2.67745 3.49534 0.20647 0.031 -0.250 0.055 -0.450
C -1.02132 -3.55566 4.10429 -0.019 -0.042 0.024 0.141
C -3.73691 -0.25207 2.40632 0.075 0.078 0.003 -0.866
H -0.22480 4.34949 1.05928 0.056 -0.018 0.096 0.595
C -1.14293 -0.64665 -5.05432 0.012 -0.005 0.015 -0.489
C -0.55009 4.72551 -2.35907 0.052 0.089 0.162 0.495
H -2.59913 5.11536 -4.04326 -0.001 0.002 0.048 0.414
C -1.72655 2.28849 0.07830 -0.127 0.231 -0.153 3.407
Cl 0.67595 -0.06813 2.94111 0.211 -0.076 -0.074 0.014
O 4.09610 -4.55195 1.13178 -0.040 0.055 0.060 -0.321
C -0.37867 -3.42375 2.75110 -0.006 -0.027 0.147 1.411
H -2.50462 -1.62012 -3.71321 0.009 0.029 0.001 0.532
H -0.70064 -5.76447 6.41122 0.025 -0.033 -0.028 0.287
H -1.27641 -4.07959 6.57395 0.033 0.056 0.013 0.337
H -2.78745 5.60514 0.40869 0.042 -0.050 0.002 0.532
C 3.21008 2.39769 -0.34778 0.036 0.090 -0.009 -1.096
C -1.30484 -4.98030 5.96977 0.003 0.008 -0.068 -0.791
C 2.54081 3.59601 -0.61263 0.074 0.001 0.057 -1.229
C 3.59691 -3.31741 1.20455 0.025 -0.221 -0.155 -0.353
C -0.41288 0.50486 -5.30710 0.031 0.003 0.028 -1.284
O 3.36765 -2.74686 -1.36330 -0.055 0.080 0.082 -0.635
C 2.11096 -1.30928 -3.22129 -0.081 -0.060 0.081 -0.645
H 3.08326 -0.87925 -2.99914 0.039 0.030 0.057 0.419
C -0.79013 2.68000 -1.11713 0.187 -0.075 0.161 -0.448
C -1.30667 1.50838 -3.30917 0.179 0.095 -0.110 -0.141
C -2.17443 4.72245 0.27349 -0.018 0.121 -0.042 -0.883
As 1.32506 -4.36504 2.58937 -0.059 0.035 -0.053 -0.103
N -1.46230 2.63310 -2.42594 -0.278 0.072 0.099 0.794
H 5.70624 -5.60681 1.80373 -0.031 -0.034 -0.003 0.254
H -3.88579 -0.14981 3.47813 0.015 -0.035 0.032 0.263
H 2.31234 -2.39516 3.91663 -0.012 0.022 0.005 0.336
H -1.09850 -1.47931 -5.74521 -0.001 0.020 0.030 0.438
H 5.95145 -3.83654 1.77039 -0.006 0.042 0.047 0.378

---

Entry 4:
21
Properties=species:S:1:pos:R:3:forces:R:3:mulliken_charge:R:1 method="wB97M-V/def2-TZVPD" energy_ev=-16533.2663 lumo_energy_ev=0.867 relative_energy_ev=5.5392
C -0.17134 0.40333 0.28560 2.546 0.907 1.353 0.705
C 3.11904 0.30385 -1.04833 0.069 -0.704 1.932 -0.580
H 4.08924 -1.07741 0.47702 1.602 -1.640 0.830 0.463
H 2.28611 1.44140 0.75069 0.929 -1.803 -0.691 0.283
H -4.54527 -0.58805 -0.17077 0.435 -0.626 0.546 0.370
H -0.47472 -2.12229 -0.03734 0.235 -0.958 -0.245 0.424
H -3.21244 -2.91940 -0.28912 0.970 1.170 -0.094 0.327
N -1.34848 -0.31457 0.23918 -0.935 1.454 1.150 0.182
C -3.49396 -0.79776 0.05893 -1.951 2.488 0.317 -0.443
C -2.64820 0.18655 0.42641 1.607 3.037 -0.777 -0.287
H -0.00278 3.60868 0.37294 -0.418 1.782 0.292 0.419
C -1.42213 -1.64899 -0.01202 0.710 0.699 -0.203 -0.405
O -0.34750 1.77724 0.72479 -1.246 -2.183 -0.346 -0.324
H 3.16237 0.64482 -2.00594 0.267 0.743 -2.380 0.455
O 1.09659 2.48454 -0.83559 1.086 -0.005 -2.449 -0.405
C -2.72970 -1.91012 -0.15276 -1.220 -5.019 -0.706 -0.519
C 3.53264 -0.42291 -0.07002 -2.317 1.748 -0.176 -0.506
N 0.96066 -0.09402 0.14029 0.055 -1.369 -0.620 -0.421
C 2.32169 0.44340 0.17080 -1.641 1.878 1.071 -0.015
C 0.28584 2.67545 -0.01894 -0.489 0.350 1.466 -0.004
H -2.71815 1.30935 0.60117 -0.294 -1.950 -0.271 0.280

---

Entry 5:
9
Properties=species:S:1:pos:R:3:forces:R:3:mulliken_charge:R:1 method="wB97M-V/def2-TZVPD" total_charge=+1 energy_ev=-13451.0285 lumo_energy_ev=-5.552 relative_energy_ev=1.0820
S 1.81359 0.38335 0.00848 0.810 -2.162 -1.828 -0.023
H -2.00371 0.27107 0.47499 -0.728 -0.577 1.061 0.308
N -1.13185 0.62130 0.15055 1.315 -0.995 0.361 -0.672
H 2.41377 -0.23265 -1.15407 -0.888 1.244 1.432 0.243
H 0.28280 -1.47937 -0.69580 0.231 0.385 0.027 0.358
H -0.75428 1.33897 0.79042 -0.544 -0.255 -0.839 0.351
H -1.38916 0.92054 -0.76543 0.583 0.910 -0.849 0.298
C 0.54132 -0.76800 0.09093 -0.918 1.360 1.101 -0.167
H 0.22750 -1.05521 1.09993 0.141 0.090 -0.466 0.305